# 1
{
  "formula": "C27H30F11N2O29PS",
  "method": "ωB97M-V/def2-TZVPD",
  "smiles": "N=[PH2]N(F)S(=O)(=O)F.O=C1OC[C@@H](F)O1.O=C1OC[C@@H](F)O1.O=C1OC[C@@H](F)O1.O=C1OC[C@@H](F)O1.O=C1OC[C@@H](F)O1.O=C1OC[C@@H](F)O1.O=C1OC[C@@H](F)O1.O=C1OC[C@@H](F)O1.O=C1OC[C@@H](F)O1",
  "charge": 0,
  "energy_ev": -140857.90455,
  "species": ["N", "P", "N", "F", "S", "O", "O", "F", "H", "H", "H", "O", "C", "O", "C", "C", "F", "O", "H", "H", "H", "O", "C", "O", "C", "C", "F", "O", "H", "H", "H", "O", "C", "O", "C", "C", "F", "O", "H", "H", "H", "O", "C", "O", "C", "C", "F", "O", "H", "H", "H", "O", "C", "O", "C", "C", "F", "O", "H", "H", "H", "O", "C", "O", "C", "C", "F", "O", "H", "H", "H", "O", "C", "O", "C", "C", "F", "O", "H", "H", "H", "O", "C", "O", "C", "C", "F", "O", "H", "H", "H", "O", "C", "O", "C", "C", "F", "O", "H", "H", "H"],
  "coordinates": [[3.592331, -2.686880, 5.392295], [2.779913, -1.734744, 4.505166], [1.063637, -1.544907, 5.045748], [0.708892, -0.190565, 5.161311], [-0.062739, -2.167001, 3.998057], [-0.207838, -1.323293, 2.866244], [0.194836, -3.556079, 3.933514], [-1.313188, -1.930132, 4.882016], [3.944973, -3.509404, 4.917758], [2.612609, -2.066423, 3.149394], [3.073907, -0.372544, 4.535232], [2.317909, 2.085651, 5.265630], [1.669970, 2.167842, 4.275781], [0.626161, 2.988392, 4.061484], [0.170987, 2.806599, 2.708834], [0.707406, 1.430794, 2.379984], [1.060989, 1.352271, 1.071270], [1.859713, 1.354398, 3.190996], [0.634790, 3.547100, 2.060854], [-0.909520, 2.891999, 2.660051], [0.051959, 0.592995, 2.615102], [-0.333275, 5.442939, 1.151201], [-1.451801, 5.689688, 1.468108], [-2.385145, 4.761623, 1.770895], [-3.543916, 5.427292, 2.285026], [-3.376394, 6.820798, 1.704612], [-3.838306, 7.788170, 2.528757], [-1.968118, 6.934304, 1.595147], [-3.491919, 5.466485, 3.374227], [-4.442296, 4.904964, 1.970522], [-3.816407, 6.964284, 0.716183], [-4.587710, -0.612741, -2.028821], [-3.750598, -0.539539, -1.194575], [-2.773272, -1.451450, -0.986140], [-1.862183, -0.932564, -0.011420], [-2.723445, 0.085526, 0.709771], [-2.019568, 1.168205, 1.124708], [-3.633853, 0.479086, -0.297760], [-1.031841, -0.433931, -0.513791], [-1.478674, -1.724600, 0.621434], [-3.284120, -0.307396, 1.559921], [1.591308, -1.084927, -0.086208], [1.513039, -1.931509, -0.914831], [2.329535, -2.073199, -1.973646], [1.999914, -3.293970, -2.652351], [0.568249, -3.517487, -2.203705], [0.263935, -4.829161, -2.064028], [0.554393, -2.900226, -0.928490], [2.641643, -4.096823, -2.288418], [2.130301, -3.177098, -3.721709], [-0.192714, -3.050906, -2.831991], [4.095618, -3.976685, -4.952433], [4.632473, -4.996826, -4.677872], [4.468995, -5.663988, -3.510689], [5.144432, -6.921173, -3.602326], [6.158475, -6.650849, -4.700291], [6.394974, -7.736710, -5.468469], [5.505960, -5.661246, -5.474425], [4.441608, -7.690313, -3.926056], [5.578337, -7.183079, -2.642844], [7.114008, -6.253258, -4.354167], [5.063661, -6.070223, 4.308613], [5.242395, -6.222144, 5.470628], [6.049325, -7.158069, 6.022223], [6.129622, -6.914403, 7.428554], [4.862973, -6.115522, 7.686654], [5.025070, -5.188117, 8.654636], [4.659642, -5.477907, 6.442987], [7.004187, -6.298428, 7.643889], [6.185481, -7.854555, 7.967888], [3.982807, -6.716355, 7.923079], [-1.864078, 5.247695, -2.133488], [-0.936429, 4.508656, -2.032790], [-1.017549, 3.190643, -1.784772], [0.286066, 2.620253, -1.933040], [1.177031, 3.828674, -1.707240], [2.307397, 3.790997, -2.452708], [0.357289, 4.891117, -2.162119], [0.399011, 2.243056, -2.950814], [0.440912, 1.822837, -1.213540], [1.449731, 4.009910, -0.666550], [-5.130370, 2.439908, 0.881190], [-5.193751, 2.889902, -0.215139], [-4.137777, 3.274016, -0.948856], [-4.590448, 3.683284, -2.242206], [-6.044464, 4.006116, -1.966969], [-6.857040, 3.725539, -3.015769], [-6.354915, 3.147774, -0.883940], [-4.511837, 2.852401, -2.943157], [-3.999424, 4.519636, -2.596792], [-6.235315, 5.035297, -1.654639], [-2.404552, 2.771267, -4.616086], [-3.075530, 2.844994, -5.589042], [-4.155861, 3.650901, -5.719369], [-4.618332, 3.582376, -7.069479], [-4.051095, 2.250265, -7.528302], [-3.695803, 2.257959, -8.832702], [-2.892403, 2.125297, -6.726228], [-4.174947, 4.393937, -7.648642], [-5.701510, 3.643046, -7.097198], [-4.698507, 1.390192, -7.348542]],
  "forces_ev_per_a": [[0.1, 0.2, -0.2], [0.3, -0.2, 0.1], [-0.2, 0.0, -0.2], [0.1, 0.0, 0.2], [0.3, -0.1, 0.5], [-0.4, -0.6, -0.1], [-0.1, 0.2, -0.2], [-0.1, -0.1, -0.1], [-0.2, -0.2, 0.2], [-0.1, 0.2, -0.1], [-0.2, 0.0, 0.2], [0.1, 0.3, 0.0], [0.0, -0.3, -0.1], [0.1, 0.0, 0.1], [0.0, -0.1, 0.1], [-0.4, 0.2, -0.1], [0.2, 0.1, 0.0], [0.1, 0.0, 0.1], [0.0, 0.0, 0.0], [0.0, 0.0, 0.1], [0.1, 0.4, -0.2], [0.0, 0.1, -0.1], [0.0, -0.1, 0.2], [0.0, 0.0, 0.0], [0.0, 0.0, -0.1], [0.0, -0.1, 0.0], [0.0, 0.0, 0.1], [0.0, 0.1, -0.2], [0.0, 0.0, 0.0], [0.1, -0.1, -0.1], [-0.1, 0.0, 0.0], [0.0, 0.1, -0.1], [0.3, 0.2, 0.2], [0.0, -0.1, -0.1], [0.1, 0.1, 0.1], [-0.1, 0.0, -0.1], [0.1, 0.0, -0.1], [-0.1, -0.4, -0.1], [0.0, 0.1, 0.1], [-0.1, -0.1, 0.0], [0.1, 0.1, 0.1], [0.0, -0.1, -0.1], [0.0, -0.1, 0.1], [0.1, 0.0, 0.0], [-0.1, 0.0, 0.0], [0.1, 0.0, 0.0], [0.1, 0.0, 0.1], [-0.2, 0.2, -0.1], [0.0, 0.0, 0.0], [0.0, 0.1, 0.0], [0.0, -0.1, 0.0], [0.0, -0.1, -0.1], [0.0, -0.1, 0.0], [-0.1, 0.0, 0.0], [0.0, -0.1, -0.1], [0.0, 0.1, 0.1], [-0.1, 0.0, 0.0], [0.2, 0.2, 0.0], [0.0, 0.0, 0.0], [0.0, 0.1, 0.0], [0.0, -0.1, 0.0], [0.0, 0.0, 0.0], [0.1, 0.0, 0.0], [0.0, 0.0, 0.0], [0.0, 0.0, 0.1], [0.1, -0.1, -0.1], [0.1, 0.1, 0.0], [-0.2, -0.1, 0.0], [0.0, 0.0, 0.0], [0.0, 0.0, -0.1], [0.0, 0.0, 0.1], [0.0, 0.0, 0.1], [0.0, 0.1, -0.2], [-0.1, -0.1, 0.1], [0.1, 0.0, 0.0], [-0.1, 0.0, 0.0], [0.0, 0.0, -0.1], [0.0, 0.0, 0.2], [0.1, 0.0, 0.0], [-0.1, 0.0, 0.1], [0.1, 0.0, 0.0], [-0.2, 0.1, 0.2], [0.1, 0.1, -0.1], [0.1, 0.1, 0.0], [-0.1, 0.0, -0.2], [0.0, -0.1, 0.1], [0.0, -0.1, 0.0], [0.0, 0.1, 0.1], [0.0, 0.0, 0.0], [0.1, 0.0, 0.1], [0.0, 0.0, -0.1], [0.1, 0.0, 0.0], [-0.1, 0.1, 0.0], [0.0, 0.0, 0.0], [0.0, 0.0, -0.1], [0.0, 0.0, 0.1], [0.1, 0.1, 0.0], [0.0, -0.2, 0.1], [0.0, 0.0, 0.0], [0.0, 0.0, 0.1], [0.0, 0.0, -0.1]],
  "lowdin_charge": [-0.24, 0.76, -0.29, -0.09, 0.55, -0.25, -0.21, -0.10, -0.03, 0.03, 0.02, 0.16, -0.57, 0.09, -0.03, -0.33, 0.06, 0.09, 0.12, 0.12, 0.12, 0.17, -0.54, 0.06, -0.03, -0.30, 0.08, 0.15, 0.15, 0.13, 0.17, 0.18, -0.54, 0.08, -0.05, -0.29, 0.08, 0.11, 0.13, 0.12, 0.18, 0.16, -0.55, 0.09, -0.04, -0.30, 0.08, 0.12, 0.14, 0.13, 0.18, 0.18, -0.54, 0.06, -0.04, -0.31, 0.08, 0.14, 0.15, 0.14, 0.17, 0.17, -0.56, 0.07, -0.05, -0.31, 0.08, 0.11, 0.14, 0.14, 0.17, 0.16, -0.56, 0.07, -0.03, -0.30, 0.08, 0.14, 0.15, 0.12, 0.17, 0.16, -0.57, 0.07, -0.05, -0.30, 0.07, 0.14, 0.14, 0.12, 0.17, 0.19, -0.54, 0.06, -0.04, -0.31, 0.08, 0.14, 0.15, 0.14, 0.17]
}

***

# 2
{
  "formula": "C38H63FeN12P",
  "method": "ωB97M-V/def2-TZVPD",
  "multiplicity": 2,
  "s_squared": 0.759,
  "de_lowest_kj_mol": 0.0,
  "charge": 3,
  "species": ["Fe", "C", "N", "C", "C", "N", "C", "C", "N", "C", "C", "N", "C", "N", "C", "C", "N", "C", "C", "C", "C", "N", "C", "N", "C", "C", "N", "C", "C", "N", "C", "C", "H", "H", "H", "H", "H", "H", "H", "H", "H", "H", "H", "H", "H", "H", "H", "H", "H", "H", "H", "H", "H", "H", "H", "H", "H", "H", "H", "H", "H", "H", "H", "H", "H", "H", "H", "H", "H", "H", "H", "H", "H", "H", "H", "H", "H", "H", "H", "H", "N", "P", "C", "C", "C", "C", "C", "C", "C", "C", "C", "C", "C", "C", "C", "C", "C", "C", "C", "N", "H", "H", "H", "H", "H", "H", "H", "H", "H", "H", "H", "H", "H", "H", "H"],
  "coordinates": [[0.076755, 0.741972, 0.913871], [2.833392, -4.738371, -0.040521], [2.583364, -3.594748, -0.927753], [1.959065, -4.017106, -2.178163], [3.108557, -2.405288, -0.622475], [2.530413, -1.195997, -0.917752], [3.340880, 0.025786, -0.738985], [3.161397, 0.729172, 0.604375], [1.920744, 1.505417, 0.758672], [1.363227, 1.600096, 2.037986], [-0.880771, 0.977616, 2.583288], [-1.742578, 0.384091, 1.680532], [-2.675749, -0.480673, 2.061614], [-3.019346, -0.576958, 3.381126], [-3.376144, -1.844498, 4.006703], [-3.208056, 0.591564, 4.233293], [-3.363311, -1.248215, 1.191074], [-4.728158, -1.707666, 1.452151], [-2.915518, -1.513596, -0.155153], [1.907333, 2.703437, -0.104392], [0.665187, 3.525567, 0.116836], [-0.482583, 2.633299, 0.341408], [-1.610859, 3.302534, 0.592250], [-1.608825, 4.586333, 1.064774], [-2.437465, 5.625943, 0.464612], [-0.896331, 4.983848, 2.265636], [-2.819287, 2.770433, 0.336280], [-4.035174, 3.249574, 0.980431], [-3.038048, 1.774256, -0.690693], [4.321241, -2.431656, -0.006758], [5.355321, -3.335667, -0.525522], [4.595525, -1.927319, 1.338065], [3.501297, -5.460948, -0.509554], [1.875293, -5.226077, 0.141421], [3.245219, -4.413124, 0.909326], [2.543487, -4.852194, -2.567931], [0.941494, -4.370583, -2.006722], [1.956727, -3.224789, -2.908589], [3.084571, 0.712339, -1.547237], [4.390527, -0.231864, -0.863687], [3.996456, 1.426315, 0.722957], [3.189351, 0.024185, 1.423878], [1.120256, 2.591840, 2.396127], [1.851238, 1.003788, 2.798122], [-1.053494, 2.028302, 2.801080], [-0.585993, 0.409708, 3.463257], [-3.111243, -2.674363, 3.356605], [-4.436974, -1.906981, 4.256925], [-2.808947, -1.935436, 4.934968], [-3.035012, 1.507305, 3.676284], [-2.544395, 0.563187, 5.099294], [-4.238604, 0.608061, 4.595515], [-4.773438, -2.792012, 1.560441], [-5.351917, -1.421209, 0.604239], [-5.130241, -1.237558, 2.341432], [-2.829885, -2.592869, -0.317419], [-1.960818, -1.035781, -0.324387], [-3.636248, -1.126167, -0.878602], [1.951817, 2.359269, -1.133018], [2.802425, 3.299012, 0.097700], [0.508047, 4.140961, -0.773161], [0.840219, 4.219262, 0.938093], [-2.851843, 5.275860, -0.477467], [-1.812301, 6.495793, 0.257570], [-3.250220, 5.941185, 1.122636], [-0.359749, 4.138914, 2.691398], [-1.609055, 5.337871, 3.014783], [-0.190275, 5.794136, 2.067758], [-3.795116, 3.770919, 1.902805], [-4.659090, 2.386820, 1.219197], [-4.610863, 3.913370, 0.333307], [-2.090971, 1.344030, -0.993820], [-3.535060, 2.226111, -1.554293], [-3.680171, 0.989476, -0.296645], [5.124460, -3.627071, -1.547172], [5.471889, -4.225490, 0.095017], [6.301275, -2.794653, -0.530993], [3.667194, -1.774839, 1.884433], [5.193385, -1.014722, 1.336066], [5.161315, -2.693327, 1.869612], [0.133540, -2.119922, -0.432793], [0.826629, -0.760293, -1.225030], [0.433751, -1.342948, -2.900319], [1.404452, -1.316336, -3.902519], [1.094887, -1.729746, -5.186340], [-0.192182, -2.161881, -5.485181], [-1.171033, -2.155152, -4.503270], [-0.864382, -1.733341, -3.215157], [1.092759, 1.527151, -3.118984], [2.166074, 2.043692, -3.795727], [1.901301, 3.125422, -4.640113], [0.605711, 3.604268, -4.780900], [-0.444805, 3.008338, -4.095852], [-0.207229, 1.928103, -3.242581], [0.128457, -2.257212, 0.930566], [-0.379556, -3.422157, 1.522819], [-0.216573, -3.599739, 2.874909], [0.453644, -2.620168, 3.612700], [0.862703, -1.486784, 2.958854], [0.684623, -1.258844, 1.636823], [-0.376248, -2.803837, -0.970916], [2.413039, -0.987233, -3.680295], [1.854393, -1.713213, -5.956315], [-0.431948, -2.495503, -6.485593], [-2.177048, -2.475139, -4.738720], [-1.655341, -1.706383, -2.474833], [3.176547, 1.660085, -3.711015], [2.715831, 3.578943, -5.190041], [0.411331, 4.432820, -5.447813], [-1.457762, 3.365143, -4.235221], [-1.025609, 1.423871, -2.746145], [-0.858608, -4.172623, 0.906662], [-0.581638, -4.497988, 3.356368], [0.653545, -2.740752, 4.667281], [1.366528, -0.709790, 3.516334]],
  "forces_ev_per_a": [[0.5, 0.1, 0.0], [0.0, 0.0, 0.0], [0.1, 0.0, -0.1], [0.0, 0.0, 0.0], [0.0, 0.0, 0.0], [0.0, 0.1, -0.1], [0.0, 0.1, 0.0], [0.0, 0.0, 0.0], [-0.2, 0.0, -0.2], [0.2, 0.2, 0.3], [0.0, 0.1, 0.0], [-0.2, -0.2, -0.1], [0.1, 0.0, 0.2], [-0.1, 0.0, 0.0], [0.0, 0.0, 0.0], [0.0, 0.0, 0.0], [0.0, -0.1, 0.0], [0.0, 0.1, 0.0], [0.0, 0.1, -0.1], [0.1, 0.1, -0.1], [0.0, 0.0, 0.0], [-0.1, 0.0, 0.2], [0.0, 0.0, -0.1], [-0.1, -0.1, 0.0], [0.0, 0.0, 0.0], [0.1, 0.0, 0.0], [0.0, 0.1, -0.1], [0.0, -0.1, 0.0], [0.0, 0.0, 0.0], [-0.1, -0.1, 0.1], [0.0, 0.0, 0.0], [0.0, 0.0, 0.0], [0.0, 0.0, 0.0], [0.0, 0.0, 0.0], [0.0, 0.0, 0.0], [0.0, 0.0, 0.0], [0.0, 0.0, 0.0], [0.0, 0.0, 0.0], [0.0, 0.0, 0.0], [0.0, 0.0, 0.0], [0.0, 0.0, 0.1], [0.0, 0.0, 0.0], [0.0, 0.0, -0.1], [0.1, 0.0, -0.1], [-0.1, 0.0, 0.0], [0.0, 0.0, 0.0], [0.0, 0.0, 0.0], [0.0, 0.0, 0.0], [0.0, 0.0, 0.0], [0.0, 0.0, 0.0], [0.0, 0.0, 0.0], [0.0, 0.0, 0.0], [0.0, 0.0, 0.0], [0.0, 0.0, 0.0], [0.0, 0.0, 0.0], [0.0, 0.0, 0.0], [0.0, 0.0, 0.0], [0.0, 0.0, 0.0], [0.0, 0.0, 0.0], [0.0, 0.0, 0.0], [0.0, 0.0, 0.0], [0.0, 0.0, 0.0], [0.0, 0.0, 0.0], [0.0, 0.0, 0.0], [0.0, 0.0, 0.0], [0.0, 0.0, 0.0], [0.0, 0.0, 0.0], [0.0, 0.0, 0.0], [0.0, 0.0, 0.0], [0.0, 0.0, 0.0], [0.0, 0.0, 0.0], [0.0, 0.0, 0.0], [0.0, 0.0, 0.0], [0.0, 0.0, 0.0], [0.0, 0.0, 0.0], [0.0, 0.0, 0.0], [0.0, 0.0, 0.0], [0.0, 0.0, 0.0], [0.0, 0.0, 0.0], [0.0, 0.0, 0.0], [-0.3, 0.3, 0.0], [-0.4, -1.2, 0.7], [0.2, 0.4, -0.2], [-0.1, 0.1, 0.0], [0.0, 0.0, 0.0], [0.0, 0.0, 0.0], [0.0, 0.0, 0.0], [0.0, 0.0, 0.0], [0.1, 0.1, -0.3], [0.0, 0.1, 0.0], [0.0, 0.0, 0.0], [0.0, 0.0, 0.0], [0.0, 0.0, 0.0], [0.0, 0.0, 0.0], [0.2, -0.1, -0.1], [0.1, 0.0, 0.0], [0.0, 0.0, 0.0], [0.1, 0.0, -0.1], [0.1, 0.0, 0.0], [-0.4, -0.1, 0.0], [0.2, -0.1, 0.0], [0.0, 0.0, 0.0], [0.0, 0.0, 0.0], [0.0, 0.0, 0.0], [0.0, 0.0, 0.0], [0.0, 0.0, 0.0], [0.0, 0.0, 0.0], [0.0, 0.0, 0.0], [0.0, 0.0, 0.0], [0.0, 0.0, 0.0], [0.0, 0.0, 0.0], [0.0, 0.0, 0.0], [0.0, 0.0, 0.0], [0.0, 0.0, 0.0], [0.0, 0.0, 0.0]],
  "mulliken_spin": [-0.01, 0.00, 0.00, 0.00, 0.00, 0.03, 0.03, 0.01, 0.00, 0.00, 0.01, 0.00, 0.00, 0.00, 0.00, 0.00, 0.00, 0.00, -0.02, 0.01, 0.01, 0.00, 0.00, 0.00, 0.00, 0.00, 0.00, 0.00, -0.02, 0.00, 0.00, 0.00, 0.00, 0.00, 0.00, 0.00, 0.00, 0.00, -0.02, 0.00, 0.00, 0.00, 0.00, 0.00, 0.00, 0.00, 0.00, 0.00, 0.00, 0.00, 0.00, 0.00, 0.00, 0.00, 0.00, 0.00, 0.03, 0.00, 0.03, 0.00, 0.00, 0.00, 0.00, 0.00, 0.00, 0.00, 0.00, 0.00, 0.00, 0.00, 0.00, 0.02, 0.00, 0.00, 0.00, 0.00, 0.00, 0.00, 0.00, 0.00, 0.01, 0.12, -0.02, -0.06, 0.01, 0.00, 0.01, 0.08, 0.70, -0.07, 0.08, -0.03, 0.07, -0.02, -0.01, 0.01, 0.00, 0.00, 0.00, -0.01, 0.00, -0.02, 0.00, 0.00, 0.00, 0.00, 0.02, 0.00, 0.00, 0.00, 0.02, 0.00, 0.00, 0.00, 0.00]
}